16
Properties=species:S:1:pos:R:3 method="wB97M-V/def2-TZVPD" smiles="CC1=N[C@H](C)C=C1" e_homo_ev=-9.436 relative_energy_kcal_mol=15.6 energy_ha=-288.7573 molar_mass_g_mol=95.14 homo_lumo_gap_ev=10.4005
C 0.522 0.649 -2.464
C 0.294 0.174 -1.062
C 1.103 -0.870 -0.403
C 0.539 -1.092 0.790
C -0.694 -0.237 0.867
C -0.961 0.508 2.168
N -0.684 0.588 -0.335
H -0.002 1.592 -2.640
H 1.587 0.769 -2.690
H 0.125 -0.097 -3.166
H 1.974 -1.355 -0.831
H 0.857 -1.789 1.559
H -1.913 1.041 2.102
H -1.023 -0.202 3.001
H -0.177 1.233 2.399
H -1.548 -0.914 0.704